C58H85BF5O26S6 | ωB97M-V/def2-TZVPD

Calculated values
* spin multiplicity: 1
* charge: -1
* gap between HOMO and LUMO: 8.57 eV
* LUMO energy: 1.314 eV

Bonds (Å) are listed after each position.
Positions of all 181 atoms, in Å:
1 O -26.2597 -20.6981 -11.2477  C2 1.221
2 C -26.9334 -20.3451 -10.2926  O1 1.221, O3 1.348, C6 1.551
3 O -27.8142 -21.1612 -9.6798  C2 1.348, B4 1.467
4 B -28.3683 -20.4167 -8.5437  O3 1.467, O5 1.445, O8 1.485, O12 1.462
5 O -27.7569 -19.1073 -8.5794  B4 1.445, C6 1.286
6 C -26.8826 -19.0032 -9.5163  C2 1.551, O5 1.286, O7 1.203
7 O -26.1730 -18.0451 -9.6751  C6 1.203
8 O -28.0812 -20.9994 -7.2081  B4 1.485, C9 1.296
9 C -29.1777 -21.2170 -6.5521  O8 1.296, O10 1.210, C11 1.549
10 O -29.3896 -21.6674 -5.4498  C9 1.210
11 C -30.3824 -20.7059 -7.3815  C9 1.549, O12 1.314, O13 1.266
12 O -29.8251 -20.2976 -8.4987  B4 1.462, C11 1.314
13 O -31.5799 -20.6920 -6.9719  C11 1.266
14 F -29.8970 -14.4165 0.8208  C15 1.360
15 C -30.0725 -15.0643 -0.3623  F14 1.360, C16 1.391, C20 1.407
16 C -31.3327 -15.1110 -0.9491  C15 1.391, C17 1.390, H21 1.080
17 C -31.4147 -15.5798 -2.2555  C16 1.390, C18 1.379, H22 1.080
18 C -30.3055 -16.0061 -2.9546  C17 1.379, C19 1.395, H23 1.080
19 C -29.0824 -16.1103 -2.2914  C18 1.395, C20 1.367, H24 1.080
20 C -28.9566 -15.6028 -1.0286  C15 1.407, C19 1.367, H25 1.080
21 H -32.2033 -14.6260 -0.5330  C16 1.080
22 H -32.3914 -15.4633 -2.7014  C17 1.080
23 H -30.4032 -16.2491 -4.0024  C18 1.080
24 H -28.1912 -16.5302 -2.7339  C19 1.080
25 H -28.0122 -15.4207 -0.5373  C20 1.080
26 F -20.3720 -10.4683 -9.2855  C27 1.350
27 C -21.6117 -10.0392 -9.6026  F26 1.350, C28 1.403, C32 1.376
28 C -21.9969 -8.7274 -9.2856  C27 1.403, C29 1.414, H33 1.080
29 C -23.3309 -8.3247 -9.5233  C28 1.414, C30 1.385, H34 1.080
30 C -24.1912 -9.2137 -10.1466  C29 1.385, C31 1.397, H35 1.080
31 C -23.8288 -10.5343 -10.4205  C30 1.397, C32 1.374, H36 1.080
32 C -22.5292 -10.8988 -10.1626  C27 1.376, C31 1.374, H37 1.080
33 H -21.4240 -7.9984 -8.7319  C28 1.080
34 H -23.6686 -7.3314 -9.2668  C29 1.080
35 H -25.2184 -8.8928 -10.2377  C30 1.080
36 H -24.4929 -11.2322 -10.9087  C31 1.080
37 H -22.2160 -11.9216 -10.3113  C32 1.080
38 F -35.7646 -28.7514 -8.1267  C39 1.385
39 C -36.8401 -27.9449 -8.4613  F38 1.385, C40 1.393, C44 1.380
40 C -37.9387 -28.5956 -9.0193  C39 1.393, C41 1.433, H45 1.080
41 C -39.1002 -27.8392 -9.3817  C40 1.433, C42 1.392, H46 1.080
42 C -39.0387 -26.4562 -9.2337  C41 1.392, C43 1.404, H47 1.080
43 C -37.9565 -25.8176 -8.6072  C42 1.404, C44 1.369, H48 1.080
44 C -36.8847 -26.5839 -8.2347  C39 1.380, C43 1.369, H49 1.080
45 H -37.8385 -29.6612 -9.1634  C40 1.080
46 H -39.9349 -28.3571 -9.8304  C41 1.080
47 H -39.8528 -25.8536 -9.6087  C42 1.080
48 H -38.0398 -24.7753 -8.3368  C43 1.080
49 H -36.0580 -26.2077 -7.6504  C44 1.080
50 F -28.4922 -28.4992 -6.2109  C51 1.318
51 C -28.2366 -29.3934 -5.2765  F50 1.318, C52 1.368, C56 1.396
52 C -28.1171 -30.7310 -5.5377  C51 1.368, C53 1.376, H57 1.080
53 C -27.7391 -31.6239 -4.5614  C52 1.376, C54 1.401, H58 1.080
54 C -27.3839 -31.1574 -3.2886  C53 1.401, C55 1.406, H59 1.080
55 C -27.5517 -29.7905 -3.0079  C54 1.406, C56 1.374, H60 1.080
56 C -27.9347 -28.9193 -3.9983  C51 1.396, C55 1.374, H61 1.080
57 H -28.3868 -31.0719 -6.5264  C52 1.080
58 H -27.5946 -32.6583 -4.8363  C53 1.080
59 H -27.0895 -31.8699 -2.5322  C54 1.080
60 H -27.5656 -29.4454 -1.9846  C55 1.080
61 H -28.0377 -27.8783 -3.7297  C56 1.080
62 F -18.8586 -19.8941 -3.9643  C63 1.338
63 C -19.7520 -18.9393 -4.2458  F62 1.338, C64 1.378, C68 1.358
64 C -19.4349 -17.6457 -3.8940  C63 1.378, C65 1.415, H69 1.080
65 C -20.3815 -16.6175 -4.1139  C64 1.415, C66 1.374, H70 1.080
66 C -21.6462 -16.9220 -4.5574  C65 1.374, C67 1.400, H71 1.080
67 C -21.9785 -18.2221 -4.9567  C66 1.400, C68 1.422, H72 1.080
68 C -20.9602 -19.2039 -4.8068  C63 1.358, C67 1.422, H73 1.080
69 H -18.5162 -17.3855 -3.3892  C64 1.080
70 H -20.0888 -15.6369 -3.7688  C65 1.080
71 H -22.4125 -16.1610 -4.5569  C66 1.080
72 H -22.9742 -18.4004 -5.3350  C67 1.080
73 H -21.1847 -20.1883 -5.1900  C68 1.080
74 C -25.0653 -27.6507 -16.0826  S75 1.842, H78 1.090, H79 1.090, H80 1.090
75 S -26.1165 -26.9601 -17.4289  C74 1.842, O76 1.531, C77 1.880
76 O -27.3051 -27.9245 -17.4171  S75 1.531
77 C -26.6066 -25.2757 -16.7518  S75 1.880, H81 1.090, H82 1.090, H83 1.090
78 H -24.2431 -26.9389 -16.0085  C74 1.090
79 H -24.7024 -28.6713 -16.2039  C74 1.090
80 H -25.6906 -27.6187 -15.1903  C74 1.090
81 H -27.2185 -24.7037 -17.4493  C77 1.090
82 H -25.6796 -24.7221 -16.6020  C77 1.090
83 H -27.1530 -25.2795 -15.8087  C77 1.090
84 C -37.1735 -18.2274 2.6335  S85 1.850, H88 1.090, H89 1.090, H90 1.090
85 S -37.2077 -19.8460 1.7378  C84 1.850, O86 1.538, C87 1.838
86 O -38.5899 -20.1524 1.1378  S85 1.538
87 C -36.0487 -19.1400 0.4980  S85 1.838, H91 1.090, H92 1.090, H93 1.090
88 H -37.9270 -18.0960 3.4100  C84 1.090
89 H -37.0701 -17.3184 2.0409  C84 1.090
90 H -36.2236 -18.1703 3.1651  C84 1.090
91 H -36.5195 -18.2737 0.0333  C87 1.090
92 H -35.7241 -19.8498 -0.2628  C87 1.090
93 H -35.1217 -18.8047 0.9632  C87 1.090
94 C -17.9802 -18.2205 -10.6898  S95 1.878, H98 1.090, H99 1.090, H100 1.090
95 S -17.7282 -18.3496 -12.5461  C94 1.878, O96 1.529, C97 1.883
96 O -16.2763 -18.7760 -12.7654  S95 1.529
97 C -18.6660 -19.9696 -12.7524  S95 1.883, H101 1.090, H102 1.090, H103 1.090
98 H -17.2429 -17.4887 -10.3598  C94 1.090
99 H -17.7399 -19.2305 -10.3578  C94 1.090
100 H -18.9473 -17.8172 -10.3895  C94 1.090
101 H -19.5987 -20.0499 -12.1942  C97 1.090
102 H -18.1044 -20.6899 -12.1575  C97 1.090
103 H -18.7079 -20.1968 -13.8177  C97 1.090
104 C -30.8121 -17.6929 -18.0674  S105 1.850, H108 1.090, H109 1.090, H110 1.090
105 S -29.8520 -18.7145 -16.8598  C104 1.850, O106 1.537, C107 1.858
106 O -30.3914 -20.1389 -17.0680  S105 1.537
107 C -28.1292 -18.4051 -17.4834  S105 1.858, H111 1.090, H112 1.090, H113 1.090
108 H -30.2870 -17.5814 -19.0160  C104 1.090
109 H -31.1320 -16.7633 -17.5967  C104 1.090
110 H -31.6813 -18.3239 -18.2529  C104 1.090
111 H -27.2680 -18.9799 -17.1430  C107 1.090
112 H -27.9304 -17.3702 -17.2046  C107 1.090
113 H -28.0725 -18.4581 -18.5706  C107 1.090
114 C -25.8332 -21.5750 0.4209  S115 1.831, H118 1.090, H119 1.090, H120 1.090
115 S -26.4089 -22.1449 2.0624  C114 1.831, O116 1.517, C117 1.849
116 O -25.7014 -21.2728 3.0823  S115 1.517
117 C -28.1279 -21.4682 1.9811  S115 1.849, H121 1.090, H122 1.090, H123 1.090
118 H -24.7436 -21.5977 0.4021  C114 1.090
119 H -26.1625 -20.5397 0.3316  C114 1.090
120 H -26.1848 -22.1228 -0.4534  C114 1.090
121 H -28.7468 -21.6856 2.8516  C117 1.090
122 H -28.7141 -21.7086 1.0941  C117 1.090
123 H -28.1327 -20.3782 1.9691  C117 1.090
124 C -20.1990 -12.5088 -16.6799  S125 1.864, H128 1.090, H129 1.090, H130 1.090
125 S -20.2514 -14.3031 -17.1834  C124 1.864, O126 1.520, C127 1.886
126 O -20.9932 -14.1803 -18.5039  S125 1.520
127 C -21.7052 -14.7110 -16.0533  S125 1.886, H131 1.090, H132 1.090, H133 1.090
128 H -19.3590 -12.0302 -17.1833  C124 1.090
129 H -19.8658 -12.3653 -15.6521  C124 1.090
130 H -21.1324 -11.9653 -16.8269  C124 1.090
131 H -21.4430 -14.4539 -15.0270  C127 1.090
132 H -21.8119 -15.7903 -16.1620  C127 1.090
133 H -22.5858 -14.1582 -16.3803  C127 1.090
134 C -41.1294 -20.2376 -12.6003  O135 1.472, H140 1.090, H141 1.090, H142 1.090
135 O -39.7956 -20.8520 -12.7002  C134 1.472, C136 1.317
136 C -38.6993 -20.1920 -12.3879  O135 1.317, O137 1.282, O138 1.305
137 O -38.6936 -19.0708 -11.7660  C136 1.282
138 O -37.6605 -20.8695 -12.7950  C136 1.305, C139 1.413
139 C -36.3732 -20.4463 -12.3957  O138 1.413, H143 1.090, H144 1.090, H145 1.090
140 H -41.9608 -20.8745 -12.9023  C134 1.090
141 H -41.3280 -19.3384 -13.1835  C134 1.090
142 H -41.3757 -19.9110 -11.5899  C134 1.090
143 H -35.9698 -19.5579 -12.8815  C139 1.090
144 H -35.7158 -21.3117 -12.4792  C139 1.090
145 H -36.4726 -20.3741 -11.3127  C139 1.090
146 C -22.9789 -25.4892 -9.0231  O147 1.388, H152 1.090, H153 1.090, H154 1.090
147 O -21.8070 -25.0896 -8.3966  C146 1.388, C148 1.384
148 C -20.5446 -25.2080 -8.9507  O147 1.384, O149 1.249, O150 1.307
149 O -20.2664 -25.4729 -10.1393  C148 1.249
150 O -19.6673 -24.7973 -8.0727  C148 1.307, C151 1.464
151 C -18.2410 -24.6847 -8.3823  O150 1.464, H155 1.090, H156 1.090, H157 1.090
152 H -22.9244 -26.5772 -8.9867  C146 1.090
153 H -23.0830 -25.2155 -10.0730  C146 1.090
154 H -23.7997 -25.1463 -8.3932  C146 1.090
155 H -17.9421 -25.6256 -8.8443  C151 1.090
156 H -17.6651 -24.6952 -7.4569  C151 1.090
157 H -17.8866 -23.8527 -8.9908  C151 1.090
158 C -44.6565 -19.3636 -7.2034  O159 1.421, H164 1.090, H165 1.090, H166 1.090
159 O -43.4015 -18.9838 -6.6560  C158 1.421, C160 1.293
160 C -42.4118 -19.8050 -6.5216  O159 1.293, O161 1.264, O162 1.321
161 O -42.3725 -20.9663 -7.0187  C160 1.264
162 O -41.4971 -19.1441 -5.8348  C160 1.321, C163 1.357
163 C -40.3282 -19.7390 -5.4874  O162 1.357, H167 1.090, H168 1.090, H169 1.090
164 H -45.1648 -18.4207 -7.4047  C158 1.090
165 H -45.2510 -19.8490 -6.4294  C158 1.090
166 H -44.7035 -20.0143 -8.0766  C158 1.090
167 H -40.2574 -20.7890 -5.7712  C163 1.090
168 H -40.2207 -19.6146 -4.4099  C163 1.090
169 H -39.4613 -19.2294 -5.9080  C163 1.090
170 C -32.9296 -30.9160 0.2127  O171 1.399, H176 1.090, H177 1.090, H178 1.090
171 O -33.5797 -29.7698 -0.2579  C170 1.399, C172 1.358
172 C -33.2832 -28.4858 0.0697  O171 1.358, O173 1.210, O174 1.343
173 O -32.3037 -28.1525 0.6971  C172 1.210
174 O -34.2335 -27.6885 -0.4438  C172 1.343, C175 1.379
175 C -33.9480 -26.4067 -0.8630  O174 1.379, H179 1.090, H180 1.090, H181 1.090
176 H -33.1311 -31.0127 1.2795  C170 1.090
177 H -31.8920 -30.6018 0.0997  C170 1.090
178 H -33.1249 -31.7768 -0.4268  C170 1.090
179 H -33.6763 -25.8399 0.0275  C175 1.090
180 H -34.8254 -25.9754 -1.3448  C175 1.090
181 H -33.2224 -26.2662 -1.6642  C175 1.090